# C5H5ClO2

A 2-piece molecular cluster, C5H5ClO2 overall at a distorted geometry (wB97M-V/def2-TZVPD, the Open Molecules 2025 dataset).

Cartesian coordinates (Å):
C: -2.6302 1.6581 -1.3030
C: -1.8634 0.7053 -1.4387
C: 1.1282 -0.3553 0.4595
C: 1.5980 -0.3804 1.9979
C: -0.9545 -0.3198 -1.6638
O: 1.8180 -0.7896 -0.4415
O: -0.0206 0.1397 0.3916
Cl: -1.0946 -1.9932 -1.3691
H: -3.2906 2.4469 -1.4344
H: 0.8893 0.1530 2.4989
H: 1.8835 -1.3848 2.4114
H: 2.4981 0.0985 2.0489
H: 0.0388 0.0214 -2.1574

Atomic forces in eV per Å
2.4 -3.1 -0.8
-2.4 1.6 0.2
1.8 -1.2 2.0
0.1 -2.8 -2.5
3.8 0.7 1.6
0.3 -0.1 -0.5
-2.5 0.6 -1.7
-0.5 1.1 -0.5
-0.8 1.0 0.2
-1.9 1.0 1.9
-1.0 0.6 -0.6
2.4 1.7 -0.1
-1.8 -1.0 0.7

Properties
Frontier orbital gap (alpha / beta): 0.2578 / 0.2454 Ha
E: -804.0149 Ha
ΔE to the lowest compared entry with this formula, charge and spin: 452.3 kJ/mol

# C18H39NO7S

A 4-piece molecular cluster, C18H39NO7S overall at a distorted geometry (wB97M-V/def2-TZVPD, the Open Molecules 2025 dataset).

Cartesian coordinates (Å):
C: 3.2354 0.4692 1.7537
C: 2.0363 1.3141 1.0430
C: 2.3333 1.1972 -0.5496
C: 0.6234 0.6902 1.4605
C: -0.5685 1.7507 1.5845
C: -1.8277 0.9792 2.2176
C: -2.7827 0.2461 1.1555
O: -3.0171 -1.1274 1.6813
C: -1.9590 -1.9574 1.1789
N: -1.3271 -2.9316 0.8523
O: -2.2290 0.1097 -0.1679
S: -2.1407 1.6643 -0.8210
O: -3.4691 2.3735 -0.8578
O: -1.6169 1.6730 -2.2370
C: -0.8893 2.5639 0.2413
H: 4.1862 1.0832 1.8750
H: 3.4973 -0.3694 1.0078
H: 2.8941 -0.0429 2.7129
H: 2.1666 2.3844 1.4154
H: 2.6024 0.1380 -0.8645
H: 1.4570 1.5555 -1.1839
H: 3.2524 1.8455 -0.7703
H: 0.7692 0.2480 2.5159
H: 0.3048 -0.2029 0.8092
H: -0.2307 2.5325 2.3580
H: -1.3936 0.1549 2.8936
H: -2.4822 1.6583 2.8717
H: -3.8296 0.7103 1.0875
H: -1.4421 3.5219 0.5634
H: 0.0280 2.8801 -0.3503
C: -0.4290 -2.1696 -2.7342
C: 1.0492 -2.4927 -2.6366
C: 1.4480 -3.5683 -3.6352
O: 1.3443 -2.9344 -1.3119
H: -1.0404 -3.0503 -2.5127
H: -0.7059 -1.4045 -2.0045
H: -0.6878 -1.8112 -3.7339
H: 1.6387 -1.5891 -2.8168
H: 0.9030 -4.4985 -3.4450
H: 2.5124 -3.8009 -3.5444
H: 1.2460 -3.2493 -4.6610
H: 0.8265 -3.7322 -1.1422
C: 5.6940 1.0520 -4.9350
C: 4.4900 0.9145 -4.0164
C: 3.1964 1.2413 -4.7462
O: 4.6405 1.7921 -2.9018
H: 5.7872 2.0781 -5.3051
H: 6.6168 0.8254 -4.3947
H: 5.6159 0.3781 -5.7918
H: 4.4425 -0.1045 -3.6229
H: 3.2036 2.2739 -5.1098
H: 2.3410 1.1493 -4.0714
H: 3.0436 0.5730 -5.5975
H: 4.6838 2.6967 -3.2379
C: -4.4836 -1.8304 5.3794
C: -4.6822 -0.3326 5.5499
C: -6.0954 0.0848 5.1744
O: -3.7469 0.3664 4.7294
H: -4.6377 -2.1284 4.3373
H: -3.4611 -2.1143 5.6417
H: -5.1757 -2.3946 6.0095
H: -4.4790 -0.0504 6.5862
H: -6.3051 -0.1475 4.1252
H: -6.2205 1.1645 5.2906
H: -6.8356 -0.4220 5.7983
H: -3.9187 0.1233 3.8105

Atomic forces in eV per Å
-0.4 -0.6 -1.1
0.9 -1.3 -0.4
0.2 0.9 0.6
0.2 0.1 0.5
0.5 -0.3 0.3
0.0 0.1 -0.2
-0.6 0.1 1.6
3.6 -1.0 -2.8
-0.8 -3.2 0.4
-2.7 4.9 1.5
-0.2 2.3 0.2
-1.0 3.2 -5.6
2.9 -2.4 2.0
-0.4 -1.5 4.2
-0.7 0.4 1.7
-1.4 -0.7 0.1
-0.3 1.1 1.3
0.6 1.0 -1.1
-0.6 -1.2 -0.6
-0.5 1.2 0.6
1.2 -0.4 0.7
-1.4 -0.9 0.1
-0.4 0.7 -1.5
0.6 1.4 0.7
-0.5 -1.1 -1.2
-0.8 1.3 -1.0
1.0 -0.9 -1.0
1.6 -0.7 0.1
0.6 -1.5 -0.8
-1.4 -0.9 0.5
-0.2 0.3 0.0
-0.4 -0.6 0.1
0.3 0.0 -0.1
0.4 0.2 0.0
0.1 -0.1 -0.1
0.1 0.0 -0.1
0.0 0.0 0.1
0.0 -0.1 0.2
-0.1 0.1 0.0
-0.1 0.1 0.0
0.0 -0.1 0.0
0.0 0.2 0.0
0.2 -0.2 0.0
0.0 0.6 -0.4
-0.3 -0.2 0.1
0.1 -0.1 0.3
-0.1 0.0 0.0
-0.1 -0.1 0.0
0.0 0.1 0.0
0.0 0.2 0.2
0.1 -0.1 -0.1
0.1 -0.1 0.0
0.0 0.1 0.0
0.0 -0.2 0.0
0.2 -0.1 0.2
-0.3 -0.3 -0.5
-0.1 0.2 0.1
0.3 0.3 0.1
-0.1 0.1 0.0
-0.1 0.0 0.0
0.0 0.0 -0.1
0.2 0.1 -0.2
0.0 -0.1 0.1
0.0 -0.1 0.1
0.0 0.0 -0.1
0.0 -0.1 0.2

Properties
Frontier orbital gap: 0.3718 Ha
E: -1688.6927 Ha
SMILES string: CC(C)C[C@@H]1C[C@H](OC#N)OS(=O)(=O)C1.CC(C)O.CC(C)O.CC(C)O

# C42H62FeN6O2Si

C42H62FeN6O2Si as an isolated structure at a distorted geometry (wB97M-V/def2-TZVPD, the Open Molecules 2025 dataset).

Cartesian coordinates (Å):
Fe: -0.6643 -1.8163 0.0253
N: 4.5317 -4.0357 0.6892
C: 3.0183 -3.6763 0.2894
C: 2.2752 -4.9038 -0.2621
C: 0.9310 -4.4350 -0.8646
N: 0.0603 -3.8486 0.1785
C: 1.0494 -3.4277 -2.0025
C: 1.8276 -2.1970 -1.5770
N: 1.0131 -1.1285 -0.9842
C: 3.0731 -2.5495 -0.7380
H: 4.5171 -4.8925 1.2395
H: 4.9438 -3.2828 1.2348
H: 5.1573 -4.1393 -0.1325
H: 2.6396 -3.4039 1.2998
H: 2.0545 -5.6456 0.4888
H: 2.8135 -5.3558 -1.0927
H: 0.4619 -5.3388 -1.2591
H: 0.5830 -3.8626 1.0628
H: -0.8058 -4.4315 0.2865
H: 0.0004 -3.2077 -2.3972
H: 1.5747 -3.9279 -2.8302
H: 2.2869 -1.8288 -2.5241
H: 0.6360 -0.5080 -1.7218
H: 1.7114 -0.5457 -0.5149
H: 3.5042 -1.6298 -0.2783
H: 3.8364 -2.8038 -1.4614
C: -1.4014 0.0476 4.5408
Si: -1.3070 -1.2529 3.1216
C: -1.1009 -3.0755 3.7512
C: -2.8556 -1.3312 2.0642
N: 0.0263 -0.7912 1.9398
C: 1.2009 -0.4804 2.5768
C: 1.5231 -1.0677 3.8509
C: 2.2835 -0.4145 4.8252
C: 3.0436 0.6522 4.4272
C: 2.9771 1.1256 3.0961
C: 2.1342 0.5797 2.1777
O: 2.1984 0.9478 0.8485
C: 3.3075 1.6018 0.3388
C: 3.0823 2.8802 -0.1937
C: 4.1620 3.6178 -0.6642
C: 5.4343 3.0678 -0.6386
C: 5.6291 1.7752 -0.2028
C: 4.5875 1.0474 0.3413
H: -2.3287 -0.0486 5.1483
H: -1.4682 1.0275 4.0364
H: -0.5188 0.0801 5.2222
H: -1.3919 -3.8121 2.9564
H: -1.8127 -3.1495 4.6164
H: -0.1144 -3.4327 4.1521
H: -3.6827 -0.7113 2.5644
H: -3.2330 -2.3853 2.0050
H: -2.7124 -0.9948 1.0451
H: 1.0294 -1.9855 4.0746
H: 2.2077 -0.6826 5.8517
H: 3.6868 1.1669 5.1315
H: 3.5836 1.9638 2.7759
H: 2.1020 3.3556 -0.0370
H: 3.9925 4.6230 -1.0626
H: 6.2674 3.6546 -1.0326
H: 6.5861 1.2981 -0.2738
H: 4.7382 0.1392 0.9014
C: -3.3563 4.5464 -1.7698
C: -2.6255 4.7798 -0.4811
C: -2.7245 6.0329 0.1780
C: -1.8512 6.3989 1.2060
C: -0.9020 5.4604 1.6432
C: -0.9319 4.1149 1.1818
C: 0.0279 3.1810 1.8860
C: -1.7779 3.7530 0.0604
N: -1.7836 2.4483 -0.4797
C: -2.6703 1.5530 -0.1829
C: -3.6198 1.6722 0.9501
C: -2.8762 0.4361 -1.1119
C: -4.1122 0.6655 -1.9129
N: -2.1079 -0.6121 -1.2600
C: -2.2566 -1.3901 -2.4663
C: -2.7291 -2.7343 -2.4301
C: -3.2845 -3.3361 -1.1517
C: -2.6414 -3.5484 -3.5874
C: -2.1297 -3.0032 -4.7817
C: -1.6394 -1.7167 -4.8455
C: -1.7878 -0.8652 -3.7094
C: -1.2397 0.5394 -3.8406
H: -4.3482 4.0203 -1.6350
H: -2.7509 3.9003 -2.4527
H: -3.5455 5.4752 -2.3104
H: -3.4153 6.7453 -0.2645
H: -1.9559 7.3645 1.6695
H: -0.1358 5.6663 2.3830
H: 1.0140 3.7238 1.9207
H: 0.1444 2.2650 1.3189
H: -0.2802 2.9034 2.9207
H: -3.0445 1.9736 1.8684
H: -4.0867 0.7257 1.1778
H: -4.4261 2.3963 0.7955
H: -4.9126 -0.0111 -1.5910
H: -3.9627 0.4622 -2.9991
H: -4.4160 1.6985 -1.7375
H: -2.7487 -3.0562 -0.2459
H: -3.2977 -4.4502 -1.2546
H: -4.3388 -3.0249 -1.0164
H: -2.9808 -4.5754 -3.5059
H: -2.0515 -3.6090 -5.6888
H: -1.1946 -1.3296 -5.7493
H: -1.1347 0.7649 -4.9308
H: -0.2657 0.6297 -3.3652
H: -1.8971 1.3294 -3.4100
C: 0.8715 3.1090 -2.8228
O: 0.7345 2.1515 -1.7725
H: 1.3485 4.0576 -2.4553
H: -0.1090 3.3009 -3.2538
H: 1.5426 2.6938 -3.6070
H: -0.2226 2.1106 -1.5105

Atomic forces in eV per Å
0.7 2.2 1.9
-0.9 0.2 -1.1
0.5 -0.3 0.6
-0.1 1.1 -0.5
-0.3 -0.2 -0.4
-1.1 -0.7 0.7
-0.6 -0.8 -0.3
0.7 0.2 -1.7
0.7 0.1 -0.8
0.6 0.9 0.7
0.3 -0.1 0.1
-0.1 0.2 0.3
-0.6 -0.2 0.4
0.0 0.2 -0.8
0.2 -0.3 0.3
0.3 -0.1 0.1
-0.1 0.1 0.1
-0.9 0.0 -0.1
1.2 0.5 0.2
1.3 0.0 0.5
-0.1 0.2 0.1
-0.3 0.1 0.6
0.3 -0.3 0.3
-0.8 0.6 0.6
-0.5 -0.4 -0.1
0.2 -0.4 -0.3
-0.2 -0.2 -0.2
2.2 0.1 -0.2
-0.2 -0.2 0.5
-1.5 -0.4 1.1
-2.5 -1.8 -0.8
1.9 0.6 1.0
-0.4 1.1 -1.0
0.1 -0.1 -1.3
0.1 1.1 -0.3
0.5 0.0 0.9
-0.6 -1.7 0.1
-0.7 -0.4 -0.4
0.1 1.1 -0.1
-0.1 0.1 1.0
-0.4 0.1 -0.1
0.4 0.5 -0.9
0.1 -0.2 0.2
-1.2 0.2 0.2
0.6 -0.1 -0.3
0.1 -0.2 0.2
-0.7 -0.2 -0.6
-0.1 0.5 0.6
0.4 -0.3 -0.8
-0.9 0.5 -0.4
1.1 -0.9 -0.9
0.2 0.8 0.2
-0.1 0.3 -0.1
-0.4 -0.1 0.4
0.3 -0.6 0.6
-0.1 0.1 0.0
0.2 -0.1 0.1
0.5 -0.5 -0.5
0.1 -0.3 0.3
-0.2 -0.3 0.2
0.5 0.1 0.1
0.2 -0.4 -0.1
-0.6 -1.1 -0.5
0.7 -0.3 0.9
0.8 -0.9 -0.7
0.0 -1.1 -0.1
-1.0 -0.9 -0.7
-0.6 0.7 -0.8
0.4 0.3 -0.2
0.1 2.1 2.4
-1.0 -1.7 -1.0
1.7 2.2 0.9
-0.1 0.4 1.3
1.0 -2.0 -1.0
-0.1 0.0 -0.9
-0.5 1.0 0.1
-0.2 -1.0 -1.5
0.7 0.0 -0.2
-0.7 -0.7 -0.9
0.1 1.5 0.3
0.1 -1.1 0.0
-1.0 0.7 1.8
0.8 -0.4 0.0
-0.6 0.4 -0.7
0.9 0.6 -0.1
-0.4 0.4 0.5
-0.1 0.0 0.2
0.1 0.0 0.2
0.2 0.2 0.0
-0.3 0.3 0.1
-0.8 -0.8 0.2
0.2 -0.2 0.0
0.2 0.4 -0.7
-0.5 -0.1 -0.9
-0.2 -0.2 -0.1
0.3 0.1 -0.1
0.1 0.1 0.1
-0.1 0.3 0.8
-0.3 -0.2 -0.4
0.0 0.1 0.2
0.1 0.9 0.3
0.5 -0.1 0.1
0.0 0.1 -0.3
-0.1 0.0 0.4
-0.1 0.1 -0.1
0.0 -0.1 0.9
0.1 0.2 0.0
0.4 -0.6 -0.2
0.8 0.0 0.1
-0.7 -0.4 -0.1
-0.6 -0.7 -0.2
0.0 0.3 -0.2
-0.4 0.2 0.4
0.9 0.3 0.0

Properties
Frontier orbital gap (alpha / beta): 0.2184 / 0.2196 Ha
Multiplicity: 5
E: -3669.2974 Ha
Total charge: +2

> Which of these has the lowest E?

C42H62FeN6O2Si